An isolated ion of composition C2H4Br2N and charge +1, computed with ωB97M-V/def2-TZVPD.

The geometry in XYZ format:
```
9
Properties=species:S:1:pos:R:3:forces:R:3:nbo_charge:R:1
C -0.1235 0.8559 -0.8234 -0.703 -0.462 0.103 -0.16
C -0.7376 -0.4184 0.8766 0.074 0.797 -0.206 -0.16
N 0.4150 -0.2333 -0.0141 0.194 -0.083 0.182 -0.60
Br -1.0104 0.4348 -2.3885 0.352 0.004 0.401 0.24
Br -0.7416 0.4174 2.5219 0.162 -0.232 -0.459 0.25
H -0.1877 1.8458 -0.4050 0.180 -0.061 0.212 0.26
H -1.6408 -0.8406 0.4660 0.165 -0.096 -0.155 0.25
H 0.6336 -1.0574 -0.5985 -0.088 0.183 0.284 0.46
H 1.2595 0.0215 0.5324 -0.336 -0.050 -0.362 0.47
```
Positions in Å, forces in eV/Å.

The energy relative to the best compared isomer or geometry (same formula, charge and spin) comes out at 239.02 kJ/mol. As for the charge: +1. Its total energy is -5280.98675 Ha. The HOMO-LUMO gap (spin up / spin down) comes out at 8.20 / 8.20 eV. The LUMO energy (spin up / spin down) comes out at -0.1977 / -0.1977 Ha.